(1)
A cluster of 3 separate species, C29H72N9O2P2 in total in a non-equilibrium geometry, computed with the ωB97M-V functional and the def2-TZVPD basis.

Summary:
HOMO energy ... -9.913 eV
Net charge ... +1
Orbital gap ... 0.2589 Eh
Calculated total energy ... -67318.3592 eV
Spin multiplicity ... 1

Atoms and positions in Å:
C (0.99, -4.21, 1.71)
C (1.67, -3.22, 0.75)
C (3.09, -3.62, 0.35)
C (3.21, -4.92, -0.46)
C (4.63, -5.53, -0.31)
C (5.39, -5.66, -1.63)
C (6.15, -4.39, -2.02)
C (7.37, -4.09, -1.12)
C (8.35, -3.12, -1.82)
C (8.38, -1.70, -1.26)
C (8.77, -1.53, 0.22)
C (8.49, -0.09, 0.72)
C (7.52, 0.08, 1.88)
N (6.05, -0.06, 1.57)
C (5.62, -1.45, 1.22)
C (6.02, -2.48, 2.26)
N (6.01, -2.32, 3.51)
C (5.58, 0.93, 0.54)
C (4.08, 0.90, 0.41)
N (3.57, 1.05, -0.72)
H (1.38, -5.22, 1.60)
H (1.15, -3.93, 2.75)
H (-0.09, -4.24, 1.52)
H (1.74, -2.27, 1.30)
H (1.04, -3.01, -0.11)
H (3.66, -3.76, 1.28)
H (3.50, -2.82, -0.27)
H (3.08, -4.67, -1.51)
H (2.48, -5.66, -0.13)
H (4.54, -6.53, 0.13)
H (5.23, -4.95, 0.40)
H (6.10, -6.48, -1.58)
H (4.68, -5.93, -2.42)
H (6.50, -4.50, -3.05)
H (5.47, -3.53, -1.96)
H (6.99, -3.60, -0.22)
H (7.84, -5.03, -0.85)
H (9.35, -3.54, -1.87)
H (8.02, -3.04, -2.86)
H (7.44, -1.18, -1.49)
H (9.15, -1.15, -1.81)
H (9.85, -1.69, 0.26)
H (8.34, -2.30, 0.87)
H (9.42, 0.32, 1.10)
H (8.22, 0.51, -0.15)
H (7.64, 1.10, 2.25)
H (7.79, -0.59, 2.70)
H (5.56, 0.20, 2.42)
H (6.02, -1.71, 0.24)
H (4.54, -1.50, 1.13)
H (6.33, -3.45, 1.90)
H (5.68, -1.40, 3.80)
H (6.03, 0.73, -0.43)
H (5.87, 1.91, 0.92)
H (3.47, 0.73, 1.31)
H (2.55, 1.03, -0.68)
O (-1.03, -1.11, -0.39)
P (-2.07, -0.16, 0.05)
N (-3.56, -0.92, -0.26)
C (-4.83, -0.22, -0.22)
C (-3.69, -2.26, 0.32)
N (-1.86, 1.16, -1.01)
C (-2.97, 1.89, -1.60)
C (-0.80, 1.01, -2.00)
N (-2.47, 0.81, 1.41)
C (-1.60, 1.98, 1.64)
C (-2.42, 0.01, 2.66)
H (-5.14, 0.09, 0.78)
H (-5.61, -0.87, -0.61)
H (-4.85, 0.66, -0.86)
H (-3.91, -2.25, 1.39)
H (-2.79, -2.83, 0.16)
H (-4.51, -2.78, -0.17)
H (-3.50, 1.31, -2.36)
H (-2.59, 2.80, -2.07)
H (-3.68, 2.23, -0.84)
H (-1.08, 0.36, -2.83)
H (0.11, 0.61, -1.55)
H (-0.55, 2.00, -2.41)
H (-0.54, 1.71, 1.75)
H (-1.92, 2.46, 2.56)
H (-1.69, 2.71, 0.84)
H (-1.43, -0.42, 2.85)
H (-3.15, -0.81, 2.62)
H (-2.69, 0.64, 3.50)
O (-7.24, 2.26, -0.58)
P (-7.64, 3.68, -0.63)
N (-7.35, 4.29, 0.93)
C (-7.85, 5.57, 1.41)
C (-6.00, 4.05, 1.43)
N (-9.32, 3.62, -0.93)
C (-10.27, 4.49, -0.27)
C (-9.88, 2.27, -1.05)
N (-7.37, 5.08, -1.58)
C (-8.02, 5.09, -2.91)
C (-5.92, 5.28, -1.83)
H (-7.36, 6.44, 0.94)
H (-7.66, 5.63, 2.49)
H (-8.91, 5.68, 1.29)
H (-5.25, 4.74, 1.02)
H (-5.69, 3.03, 1.21)
H (-5.98, 4.17, 2.52)
H (-10.40, 4.25, 0.79)
H (-11.24, 4.40, -0.76)
H (-9.99, 5.54, -0.38)
H (-10.01, 1.78, -0.08)
H (-9.26, 1.64, -1.67)
H (-10.86, 2.35, -1.53)
H (-7.74, 4.23, -3.53)
H (-7.72, 6.00, -3.42)
H (-9.10, 5.11, -2.83)
H (-5.47, 4.44, -2.37)
H (-5.38, 5.42, -0.89)
H (-5.78, 6.19, -2.42)

(2)
A structure of composition C29H73AsCl2F6N5O11 in a non-equilibrium geometry, computed with the ωB97M-V functional and the def2-TZVPD basis.

Summary:
HOMO energy ... -6.680 eV
Net charge ... -1
Energy above the lowest of the compared OMol25 structures with the same formula, charge and spin ... 360.1 kJ/mol
Orbital gap ... 0.3237 Eh
Calculated total energy ... -163416.2993 eV
Spin multiplicity ... 1

Atoms and positions in Å:
As (-0.63, 1.99, 2.61)
F (-1.61, 0.96, 3.69)
F (0.19, 2.73, 4.06)
F (0.51, 3.04, 1.70)
F (-1.33, 1.35, 1.07)
F (-1.90, 3.24, 2.81)
F (0.65, 0.68, 2.53)
C (3.29, 2.23, -7.91)
C (3.68, 2.10, -6.43)
C (3.21, 3.34, -5.62)
O (3.34, 3.17, -4.23)
C (2.91, 4.29, -3.37)
N (3.21, 0.76, -5.93)
H (2.20, 2.29, -8.04)
H (3.67, 1.48, -8.61)
H (3.71, 3.14, -8.34)
H (4.75, 1.92, -6.36)
H (2.15, 3.46, -5.83)
H (3.64, 4.29, -5.94)
H (1.82, 4.22, -3.41)
H (3.30, 5.26, -3.64)
H (3.27, 4.12, -2.36)
H (2.38, 0.52, -6.46)
H (3.75, 0.01, -6.35)
C (-3.50, 2.78, 8.36)
C (-3.59, 1.33, 8.82)
C (-3.98, 1.30, 10.33)
O (-3.47, 0.03, 10.89)
C (-3.47, 0.21, 12.29)
N (-4.58, 0.62, 8.00)
H (-3.43, 2.83, 7.27)
H (-2.74, 3.40, 8.85)
H (-4.43, 3.25, 8.69)
H (-2.67, 0.75, 8.72)
H (-5.07, 1.38, 10.40)
H (-3.68, 2.19, 10.89)
H (-2.93, -0.55, 12.86)
H (-4.49, 0.17, 12.65)
H (-2.98, 1.14, 12.60)
H (-4.55, -0.34, 8.31)
H (-4.06, 0.44, 7.15)
C (-2.56, 1.39, -8.32)
C (-2.16, 1.58, -6.85)
C (-3.31, 1.63, -5.84)
O (-2.75, 1.90, -4.53)
C (-2.68, 3.23, -4.23)
N (-1.24, 0.48, -6.54)
H (-1.62, 1.18, -8.84)
H (-3.16, 2.23, -8.66)
H (-3.22, 0.53, -8.35)
H (-1.57, 2.49, -6.74)
H (-3.73, 0.64, -5.63)
H (-4.19, 2.17, -6.18)
H (-1.90, 3.75, -4.79)
H (-2.38, 3.25, -3.18)
H (-3.63, 3.75, -4.32)
H (-0.94, 0.19, -7.45)
H (-1.86, -0.29, -6.34)
C (-0.71, -2.73, -2.57)
C (0.76, -2.10, -2.36)
C (1.77, -3.09, -3.05)
O (3.03, -2.53, -2.94)
C (4.03, -3.45, -3.60)
N (0.85, -0.79, -3.08)
H (-1.03, -2.67, -3.61)
H (-1.47, -2.34, -1.89)
H (-0.77, -3.82, -2.47)
H (0.98, -2.01, -1.30)
H (1.35, -3.27, -4.04)
H (1.69, -4.03, -2.51)
H (3.54, -3.72, -4.53)
H (4.27, -4.31, -2.97)
H (4.96, -2.95, -3.85)
H (-0.07, -0.49, -2.79)
H (0.56, -1.00, -4.02)
C (5.92, 1.48, 1.43)
C (5.69, 1.54, -0.08)
C (6.54, 0.51, -0.78)
O (6.22, 0.64, -2.19)
C (7.39, 0.66, -3.01)
N (4.32, 0.96, -0.28)
H (5.80, 0.43, 1.70)
H (5.14, 2.13, 1.84)
H (6.78, 1.79, 2.02)
H (5.78, 2.52, -0.55)
H (6.19, -0.47, -0.44)
H (7.61, 0.55, -0.61)
H (8.14, -0.10, -2.82)
H (7.93, 1.60, -3.03)
H (7.18, 0.41, -4.05)
H (4.21, 0.17, 0.35)
H (3.74, 1.56, 0.29)
C (-12.33, -0.50, 0.69)
C (-11.47, 0.33, -0.23)
O (-10.34, 0.87, 0.40)
C (-9.29, 0.02, 0.66)
O (-9.36, -1.20, 0.84)
O (-8.21, 0.76, 0.75)
C (-7.03, 0.30, 1.37)
H (-12.87, 0.22, 1.31)
H (-11.76, -1.02, 1.45)
H (-12.98, -1.18, 0.13)
H (-11.94, 1.13, -0.80)
H (-11.25, -0.38, -1.03)
H (-7.17, -0.44, 2.15)
H (-6.52, 1.15, 1.82)
H (-6.39, -0.09, 0.57)
C (7.53, -5.91, 1.96)
C (6.48, -4.89, 2.32)
O (5.20, -5.39, 2.55)
C (4.14, -4.68, 2.18)
O (4.17, -3.64, 1.51)
O (3.05, -5.25, 2.57)
C (1.78, -4.57, 2.44)
H (8.54, -5.53, 2.10)
H (7.42, -6.36, 0.97)
H (7.50, -6.71, 2.70)
H (6.56, -4.17, 1.51)
H (6.87, -4.37, 3.19)
H (0.97, -5.19, 2.81)
H (1.44, -4.28, 1.45)
H (1.87, -3.68, 3.08)
C (0.58, -1.57, 7.73)
Cl (1.79, -0.38, 7.21)
Cl (1.20, -3.24, 7.87)
H (0.08, -1.26, 8.65)
H (-0.21, -1.63, 6.99)

(3)
A structure of composition C29H73BNO11Pb in a non-equilibrium geometry, computed with the ωB97M-V functional and the def2-TZVPD basis.

Summary:
HOMO energy ... -9.980 eV
Net charge ... +1
Orbital gap ... 0.2769 Eh
Calculated total energy ... -61181.0398 eV
Spin multiplicity ... 1

Atoms and positions in Å:
Pb (-29.98, 24.92, -6.43)
B (-29.09, 22.61, -6.92)
H (-28.82, 21.51, -7.34)
H (-28.61, 22.86, -5.83)
H (-28.62, 23.43, -7.70)
H (-30.31, 22.73, -6.87)
C (-33.59, 24.83, -5.84)
O (-32.57, 24.60, -6.80)
C (-33.01, 24.80, -8.14)
C (-32.07, 24.17, -9.13)
O (-30.74, 24.61, -8.90)
C (-29.89, 24.30, -9.98)
H (-33.38, 25.73, -5.27)
H (-33.69, 23.96, -5.20)
H (-34.56, 24.98, -6.33)
H (-33.04, 25.88, -8.36)
H (-34.01, 24.40, -8.31)
H (-32.39, 24.43, -10.14)
H (-32.10, 23.08, -9.01)
H (-29.74, 23.21, -10.02)
H (-28.92, 24.75, -9.81)
H (-30.35, 24.54, -10.94)
C (-22.89, 19.13, -8.36)
O (-23.30, 20.34, -7.76)
C (-23.75, 21.30, -8.68)
C (-25.16, 21.01, -9.18)
O (-25.11, 20.11, -10.26)
C (-26.37, 19.67, -10.67)
H (-22.06, 19.30, -9.07)
H (-23.69, 18.68, -8.96)
H (-22.63, 18.44, -7.57)
H (-23.09, 21.36, -9.56)
H (-23.76, 22.28, -8.21)
H (-25.71, 21.93, -9.44)
H (-25.73, 20.59, -8.33)
H (-27.04, 20.49, -10.97)
H (-26.92, 19.14, -9.87)
H (-26.23, 18.97, -11.49)
C (-29.64, 27.86, -8.56)
O (-28.83, 26.77, -8.22)
C (-27.47, 27.15, -8.02)
C (-26.72, 25.91, -7.68)
O (-27.32, 25.37, -6.50)
C (-26.40, 24.67, -5.67)
H (-29.56, 28.70, -7.86)
H (-30.69, 27.55, -8.62)
H (-29.39, 28.30, -9.54)
H (-27.44, 27.80, -7.13)
H (-27.11, 27.65, -8.92)
H (-25.66, 26.11, -7.48)
H (-26.78, 25.14, -8.46)
H (-25.54, 25.30, -5.42)
H (-26.06, 23.76, -6.17)
H (-26.93, 24.38, -4.77)
C (-28.45, 26.48, -3.41)
O (-29.12, 25.32, -3.92)
C (-29.67, 24.56, -2.86)
C (-30.05, 23.18, -3.34)
O (-30.97, 23.29, -4.41)
C (-31.48, 22.02, -4.76)
H (-28.02, 27.00, -4.27)
H (-27.71, 26.20, -2.67)
H (-29.18, 27.20, -3.03)
H (-30.56, 25.05, -2.44)
H (-29.02, 24.40, -1.99)
H (-30.55, 22.71, -2.48)
H (-29.19, 22.58, -3.63)
H (-32.12, 22.15, -5.64)
H (-32.11, 21.56, -4.00)
H (-30.68, 21.33, -5.04)
C (-27.32, 20.29, -5.32)
O (-26.76, 19.55, -4.28)
C (-25.99, 18.41, -4.58)
C (-24.60, 18.70, -5.16)
O (-23.68, 17.69, -4.74)
C (-22.80, 18.14, -3.75)
H (-26.54, 20.77, -5.94)
H (-27.95, 21.06, -4.88)
H (-27.91, 19.71, -6.04)
H (-26.52, 17.72, -5.26)
H (-25.91, 17.84, -3.65)
H (-24.22, 19.66, -4.81)
H (-24.64, 18.69, -6.25)
H (-22.10, 18.90, -4.11)
H (-22.25, 17.27, -3.39)
H (-23.37, 18.50, -2.88)
C (-33.97, 16.98, -9.78)
C (-33.27, 18.31, -9.60)
C (-34.00, 19.01, -8.44)
C (-33.31, 20.26, -7.91)
C (-31.86, 19.91, -7.58)
C (-31.09, 19.24, -8.71)
N (-31.89, 18.14, -9.21)
O (-31.18, 17.31, -10.10)
C (-30.66, 20.23, -9.79)
C (-29.82, 18.62, -8.09)
C (-33.50, 19.15, -10.88)
H (-33.46, 16.36, -10.53)
H (-35.02, 17.05, -10.03)
H (-33.92, 16.37, -8.86)
H (-35.01, 19.29, -8.77)
H (-34.15, 18.33, -7.60)
H (-33.79, 20.65, -7.01)
H (-33.29, 21.05, -8.67)
H (-31.82, 19.22, -6.72)
H (-31.33, 20.81, -7.25)
H (-29.93, 20.94, -9.37)
H (-30.26, 19.71, -10.66)
H (-31.50, 20.82, -10.15)
H (-29.08, 18.43, -8.87)
H (-29.37, 19.29, -7.36)
H (-30.03, 17.65, -7.64)
H (-33.42, 20.23, -10.74)
H (-34.50, 18.97, -11.30)
H (-32.79, 18.81, -11.63)
H (-30.92, 16.56, -9.55)

(4)
A cluster of 7 separate species, C29H75ClN5O13 in total in a non-equilibrium geometry, computed with the ωB97M-V functional and the def2-TZVPD basis.

Summary:
HOMO energy (spin up / spin down) ... -8.487 / -8.487 eV
Net charge ... 0
Orbital gap (spin up / spin down) ... 0.3233 / 0.1611 Eh
Calculated total energy ... -77862.1964 eV
Spin multiplicity ... 2

Atoms and positions in Å:
Cl (0.05, -0.30, 1.52)
O (-0.69, 0.19, 2.71)
O (0.32, -1.70, 1.61)
O (-0.76, -0.05, 0.36)
O (1.32, 0.40, 1.29)
C (1.24, -5.06, 3.61)
C (2.03, -4.97, 2.26)
C (3.16, -3.91, 2.26)
O (2.78, -6.16, 2.15)
H (0.35, -5.68, 3.51)
H (0.93, -4.04, 3.85)
H (1.83, -5.42, 4.45)
H (1.36, -4.79, 1.42)
H (2.73, -2.92, 2.42)
H (3.66, -3.93, 1.30)
H (3.92, -4.02, 3.04)
H (2.16, -6.88, 2.33)
C (5.30, -2.00, -0.73)
O (4.23, -1.37, -1.32)
C (3.01, -1.97, -0.96)
C (2.01, -1.29, -1.94)
N (2.00, 0.18, -1.67)
C (0.97, 0.83, -2.50)
C (1.13, 0.60, -4.09)
O (2.49, 0.77, -4.41)
C (2.68, 0.45, -5.78)
H (6.27, -1.56, -0.98)
H (5.29, -3.05, -1.02)
H (5.20, -1.82, 0.34)
H (2.75, -1.68, 0.06)
H (2.94, -3.05, -1.13)
H (1.05, -1.77, -1.75)
H (2.32, -1.49, -2.96)
H (1.73, 0.24, -0.69)
H (0.93, 1.88, -2.25)
H (0.01, 0.41, -2.20)
H (0.59, 1.39, -4.61)
H (0.71, -0.35, -4.42)
H (2.27, -0.51, -6.08)
H (3.77, 0.43, -5.78)
H (2.47, 1.27, -6.48)
C (-8.38, 5.06, -5.97)
O (-7.51, 4.20, -5.29)
C (-6.18, 4.68, -5.29)
C (-5.28, 3.87, -4.34)
N (-3.99, 4.60, -4.15)
C (-3.05, 3.88, -3.27)
C (-2.36, 2.76, -4.08)
O (-1.71, 1.82, -3.26)
C (-2.56, 0.85, -2.71)
H (-8.06, 5.25, -7.00)
H (-8.48, 6.04, -5.50)
H (-9.36, 4.59, -6.06)
H (-6.13, 5.71, -4.93)
H (-5.67, 4.59, -6.25)
H (-5.10, 2.90, -4.80)
H (-5.87, 3.77, -3.44)
H (-4.11, 5.55, -3.82)
H (-3.55, 3.63, -2.34)
H (-2.41, 4.71, -2.96)
H (-1.69, 3.28, -4.77)
H (-3.11, 2.26, -4.70)
H (-2.85, 0.29, -3.61)
H (-3.46, 1.24, -2.25)
H (-2.06, 0.11, -2.09)
C (1.10, 5.67, -1.62)
O (2.28, 5.56, -0.83)
C (2.59, 6.81, -0.22)
C (4.12, 6.76, 0.23)
N (4.47, 5.54, 1.02)
C (3.85, 5.65, 2.32)
C (4.25, 4.37, 3.04)
O (3.59, 3.25, 2.48)
C (3.80, 2.09, 3.19)
H (1.26, 6.30, -2.50)
H (0.28, 6.10, -1.05)
H (0.76, 4.69, -1.95)
H (1.90, 6.94, 0.61)
H (2.39, 7.67, -0.86)
H (4.47, 7.63, 0.80)
H (4.76, 6.80, -0.65)
H (5.47, 5.63, 1.14)
H (2.77, 5.69, 2.23)
H (4.18, 6.58, 2.80)
H (4.05, 4.53, 4.10)
H (5.32, 4.28, 2.87)
H (4.82, 1.86, 3.52)
H (3.63, 1.24, 2.53)
H (3.17, 1.97, 4.07)
C (-1.47, -1.53, 6.31)
C (-1.24, -2.61, 5.20)
C (-1.32, -4.04, 5.71)
O (-0.30, -4.16, 6.70)
C (-0.35, -5.41, 7.37)
N (-2.22, -2.48, 4.15)
H (-1.40, -0.60, 5.73)
H (-0.58, -1.47, 6.95)
H (-2.40, -1.61, 6.87)
H (-0.30, -2.45, 4.68)
H (-1.17, -4.78, 4.92)
H (-2.31, -4.18, 6.13)
H (-1.38, -5.73, 7.56)
H (0.20, -5.37, 8.31)
H (0.16, -6.09, 6.68)
H (-1.87, -2.91, 3.31)
H (-2.27, -1.51, 3.89)
C (-2.57, -2.96, -1.00)
C (-1.49, -4.04, -1.02)
C (-1.36, -4.92, 0.25)
O (-2.50, -5.68, 0.53)
C (-2.50, -6.07, 1.89)
N (-1.97, -4.94, -2.03)
H (-3.58, -3.32, -0.82)
H (-2.57, -2.28, -1.86)
H (-2.45, -2.21, -0.22)
H (-0.53, -3.65, -1.37)
H (-1.05, -4.25, 1.06)
H (-0.54, -5.63, 0.09)
H (-2.78, -5.21, 2.51)
H (-1.54, -6.44, 2.23)
H (-3.24, -6.85, 2.04)
H (-2.70, -5.51, -1.62)
H (-1.30, -5.65, -2.27)